{
  "formula": "C47H45CsI2N2OPSb",
  "method": "wB97M-V/def2-TZVPD",
  "species": ["Cs", "I", "C", "C", "C", "I", "C", "O", "C", "C", "N", "C", "C", "C", "C", "C", "C", "N", "C", "H", "H", "H", "H", "H", "H", "H", "H", "H", "H", "H", "C", "C", "C", "C", "C", "C", "C", "Sb", "C", "C", "C", "C", "C", "C", "C", "C", "C", "C", "C", "C", "C", "C", "H", "H", "H", "H", "H", "H", "H", "H", "H", "H", "H", "H", "H", "H", "H", "H", "H", "H", "H", "H", "H", "C", "P", "C", "C", "C", "C", "C", "C", "C", "C", "C", "C", "C", "C", "H", "H", "H", "H", "H", "H", "H", "H", "H", "H", "H", "H", "H"],
  "coordinates": [[1.282586, 1.836225, -0.203398], [7.391154, 7.878494, -1.263561], [6.067921, 6.280570, -0.975937], [6.294620, 5.073308, -1.617487], [5.403459, 4.038703, -1.406589], [5.708775, 2.202235, -2.385862], [4.265813, 4.132982, -0.572098], [3.438561, 3.159013, -0.404309], [4.081610, 5.392970, 0.059616], [2.900066, 5.542272, 0.970915], [1.627918, 5.445116, 0.250550], [0.495946, 5.383491, 1.163635], [-0.799095, 5.144761, 0.430489], [-1.466382, 6.199959, -0.186031], [-2.666145, 5.955676, -0.827064], [-3.169630, 4.662293, -0.831929], [-2.429962, 3.671486, -0.213785], [-1.263521, 3.893666, 0.398077], [4.966470, 6.436269, -0.146130], [7.145852, 4.940536, -2.270064], [2.933274, 6.514857, 1.468719], [2.961400, 4.769867, 1.756942], [1.652722, 4.602743, -0.315215], [0.437919, 6.337066, 1.695729], [0.599119, 4.594842, 1.927148], [-1.034700, 7.191440, -0.155511], [-3.206514, 6.760582, -1.308395], [-4.114114, 4.422995, -1.301738], [-2.792351, 2.648751, -0.197062], [4.791091, 7.383522, 0.349418], [-3.440716, 0.790241, -2.542434], [-4.423056, 0.618448, -1.411532], [-5.757287, 0.967622, -1.612215], [-6.709617, 0.773340, -0.624063], [-6.336467, 0.213700, 0.588012], [-5.011806, -0.139681, 0.801789], [-4.047267, 0.063257, -0.180478], [-1.968657, -0.448178, 0.085305], [-1.936938, -2.000952, -1.396654], [-0.831261, -1.947679, -2.241763], [-0.671273, -2.846948, -3.287112], [-1.641160, -3.812506, -3.496157], [-2.751000, -3.865608, -2.663914], [-2.924197, -2.970615, -1.610730], [-4.153406, -3.086396, -0.748120], [-2.108085, -1.479973, 1.969978], [-2.537214, -0.680593, 3.031843], [-2.604807, -1.165180, 4.328926], [-2.221828, -2.472657, 4.581435], [-1.753817, -3.262013, 3.544100], [-1.672476, -2.788207, 2.234096], [-1.091178, -3.697977, 1.185812], [-3.851043, 1.435756, -3.318285], [-3.195764, -0.172427, -2.998270], [-2.502507, 1.237067, -2.202766], [-6.052122, 1.390868, -2.565910], [-7.740213, 1.051461, -0.803701], [-7.072226, 0.048233, 1.364729], [-4.740469, -0.595158, 1.745808], [-0.057824, -1.200695, -2.087428], [0.210608, -2.795159, -3.912098], [-1.535315, -4.529308, -4.300737], [-3.508497, -4.623862, -2.829484], [-4.568497, -4.092380, -0.818533], [-4.926392, -2.379647, -1.055641], [-3.930398, -2.878471, 0.299308], [-2.825381, 0.350035, 2.847287], [-2.945927, -0.524996, 5.132163], [-2.270112, -2.871749, 5.586706], [-1.422621, -4.273481, 3.750615], [-0.569338, -4.529648, 1.659349], [-0.379983, -3.173539, 0.545986], [-1.861193, -4.106120, 0.530800], [4.031018, -0.632403, 0.371903], [2.422154, -1.520643, 0.321821], [2.614608, -2.642167, 1.754622], [1.724823, -2.513208, 2.816284], [1.858320, -3.303780, 3.951217], [2.883044, -4.233366, 4.027545], [3.779760, -4.367961, 2.973219], [3.649183, -3.574200, 1.845532], [2.657845, -2.641391, -1.105974], [3.309073, -2.166146, -2.246090], [3.439313, -2.968692, -3.370716], [2.909896, -4.252053, -3.376194], [2.242602, -4.724845, -2.255952], [2.113894, -3.924555, -1.130095], [4.088988, 0.137112, -0.401720], [4.896876, -1.287692, 0.274498], [4.084291, -0.114428, 1.331632], [0.912031, -1.798335, 2.750396], [1.156563, -3.196278, 4.768438], [2.989076, -4.852422, 4.909281], [4.583996, -5.090081, 3.034140], [4.349830, -3.685094, 1.026255], [3.741289, -1.171420, -2.254332], [3.961743, -2.593595, -4.241636], [3.015808, -4.878419, -4.252751], [1.821158, -5.722136, -2.257918], [1.597683, -4.306720, -0.258501]],
  "atomic_forces_ev_per_a": [[-0.6439, -0.3796, 0.0600], [-0.0413, -0.0598, 0.0050], [0.0955, 0.0908, -0.0267], [-0.0610, 0.0373, 0.0606], [-0.0013, -0.2571, -0.1055], [-0.0196, 0.1289, 0.0684], [0.1464, -0.0349, -0.1733], [0.3962, 0.3932, 0.0757], [-0.0077, 0.0403, 0.0124], [0.0041, -0.0277, 0.0392], [-0.1986, 0.0367, -0.0122], [0.0149, -0.0718, 0.0148], [0.0448, 0.1235, -0.0162], [-0.0007, -0.0206, -0.0087], [0.0022, 0.0065, -0.0026], [-0.0174, 0.0132, -0.0094], [0.0249, -0.0416, -0.0002], [0.0424, -0.0355, 0.0301], [-0.0407, -0.0489, 0.0020], [0.0044, 0.0026, -0.0017], [-0.0036, 0.0031, -0.0044], [-0.0177, 0.0024, -0.0041], [0.1781, 0.1880, -0.0198], [0.0059, -0.0041, 0.0165], [0.0224, -0.0012, 0.0030], [-0.0031, -0.0011, 0.0065], [0.0002, 0.0002, -0.0008], [0.0046, -0.0131, 0.0017], [-0.0024, 0.0020, -0.0129], [0.0045, 0.0043, -0.0010], [-0.0685, 0.0324, -0.0046], [-0.0166, -0.0201, -0.0458], [0.0034, 0.0019, 0.0017], [0.0009, -0.0064, 0.0001], [0.0084, -0.0011, 0.0040], [0.0026, 0.0691, 0.0157], [0.0859, -0.0057, 0.0240], [-0.1080, -0.2037, 0.0085], [0.0730, 0.1492, 0.0458], [0.0707, -0.0777, -0.0695], [-0.0033, 0.0160, 0.0295], [0.0033, 0.0058, 0.0121], [-0.0441, -0.0008, -0.0015], [-0.0184, 0.0067, -0.0258], [0.0424, -0.0705, -0.0063], [0.0888, -0.0683, -0.0490], [-0.0181, 0.0111, -0.0542], [0.0034, 0.0019, 0.0096], [-0.0105, 0.0148, 0.0227], [0.0004, -0.0024, -0.0290], [-0.0615, 0.0572, 0.0774], [0.0044, 0.0156, -0.0195], [0.0011, 0.0062, -0.0003], [0.0030, 0.0312, 0.0160], [0.0268, 0.0101, -0.0059], [0.0032, 0.0036, 0.0021], [0.0017, 0.0047, -0.0002], [0.0021, -0.0048, -0.0023], [0.0180, -0.0021, 0.0055], [-0.0274, 0.0057, 0.0599], [0.0041, -0.0164, -0.0228], [-0.0054, 0.0037, -0.0015], [0.0176, -0.0077, -0.0110], [-0.0130, 0.0125, 0.0188], [0.0103, -0.0007, -0.0195], [-0.0114, -0.0043, 0.0184], [-0.0097, 0.0114, -0.0024], [-0.0019, 0.0018, -0.0036], [0.0036, -0.0035, -0.0022], [0.0004, -0.0006, -0.0006], [0.0097, 0.0002, -0.0019], [0.0147, 0.0182, -0.0005], [-0.0109, -0.0293, -0.0003], [-0.0190, 0.1657, -0.0080], [0.0076, -0.2014, 0.0583], [0.0043, 0.0507, -0.0317], [-0.0217, -0.0164, -0.0243], [-0.0017, -0.0359, 0.0043], [-0.0010, 0.0236, 0.0132], [0.0196, 0.0120, -0.0300], [-0.0266, -0.0361, 0.0206], [0.0569, 0.1097, -0.0456], [0.0369, -0.0449, 0.0235], [-0.0372, -0.0230, -0.0198], [-0.0002, 0.0391, -0.0432], [-0.0051, -0.0012, 0.0354], [0.0206, 0.0180, -0.0004], [0.0189, -0.0069, 0.0045], [-0.0495, -0.0668, 0.0098], [0.0299, -0.0103, 0.0051], [0.0029, 0.0086, 0.0160], [-0.0053, 0.0132, -0.0052], [-0.0007, -0.0017, -0.0026], [-0.0054, -0.0011, -0.0011], [-0.0036, -0.0048, -0.0172], [-0.0123, -0.0151, -0.0158], [-0.0015, 0.0110, 0.0070], [0.0014, -0.0053, 0.0099], [-0.0038, 0.0033, 0.0164], [-0.0118, -0.0252, 0.0327]],
  "mulliken_charge": [1.512, 0.014, -0.333, -0.481, -0.108, 0.009, -0.160, -0.689, 0.730, -0.729, -0.263, -0.945, 0.307, -0.568, -0.500, -0.658, -0.482, -0.009, -0.571, 0.343, 0.386, 0.276, 0.039, 0.417, 0.388, 0.456, 0.416, 0.470, 0.827, 0.348, -1.542, 0.737, -0.737, -0.755, -0.837, -0.578, 0.639, 0.850, 0.774, -0.974, -0.658, -0.852, -0.687, 0.852, -1.459, 0.674, -0.964, -0.800, -0.747, -0.438, 0.555, -1.117, 0.494, 0.285, 0.265, 0.431, 0.389, 0.433, 0.464, 0.436, 0.470, 0.379, 0.408, 0.512, 0.276, 0.169, 0.533, 0.445, 0.413, 0.416, 0.562, -0.409, 0.420, -1.154, 0.920, -0.156, -0.388, -0.443, -0.592, -0.698, -0.243, 0.302, -0.694, -0.570, -0.622, -0.654, -0.177, 0.295, 0.348, 0.439, 0.330, 0.496, 0.398, 0.405, 0.360, 0.437, 0.437, 0.370, 0.423, 0.267],
  "e_lumo_ev": 0.08,
  "mol_weight_g_mol": 1193.34,
  "e_above_lowest_kcal_mol": 0.00,
  "homo_ev": -6.78
}